Entry from the OMol25 dataset: one molecule with the formula C2H4INS2 in a non-equilibrium geometry (ωB97M-V with the def2-TZVPD basis set).

For the largest force on an atom, the calculation gives 5.03 eV/Å. The value obtained for the electronic energy is -1227.35320 hartree. The frontier orbital gap comes out at 8.31 eV. Its SMILES is CSNC(=S)I. The value obtained for the LUMO energy is -0.0195 hartree.

Cartesian coordinates (Å):
C: -0.439969 -2.671162 -1.551179
C: 0.108170 -0.196290 1.126739
N: 0.458726 -1.252694 -1.390934
S: -1.070894 -3.245764 -0.199078
S: 1.398448 -0.999888 0.071570
I: -0.868925 -2.948730 -3.575161
H: -0.239297 0.693208 0.687937
H: 0.610982 -0.053849 2.048797
H: -0.716344 -0.914648 1.430796
H: 0.881562 -1.183798 -2.260508

Atomic forces in eV per Å
1.693 4.104 1.871
-0.217 -2.767 -0.061
-2.813 -3.678 1.975
0.140 -0.592 -0.896
-1.694 -0.129 -1.020
0.084 -0.154 0.270
-0.458 1.060 -0.446
0.740 0.661 0.869
0.862 0.840 -0.948
1.664 0.656 -1.612

Mulliken atomic charge list, values in e, 8 entries: 0.17 -0.72 -0.40 -0.23 0.02 0.11 0.28 0.30

=====

Entry from the OMol25 dataset: a 2-piece molecular cluster, C4H4N2O overall in a non-equilibrium geometry (ωB97M-V with the def2-TZVPD basis set).

For the largest force on an atom, the calculation gives 1.21 eV/Å. The value obtained for the electronic energy is -339.44275 hartree. The frontier orbital gap comes out at 9.06 eV. Its SMILES is C1=NC1.N#CC=O. The value obtained for the LUMO energy is -0.0394 hartree.

Cartesian coordinates (Å):
N: 1.054210 -1.879008 -1.237573
C: -0.022374 -1.591733 -0.923857
C: -1.454864 -1.342687 -0.650139
O: -1.860773 -0.565484 0.169020
C: 0.255417 1.350964 0.986595
C: 1.423053 1.131211 0.160873
N: 1.590860 2.086868 0.950884
H: -2.149454 -1.938618 -1.265186
H: 1.979982 0.586071 -0.597916
H: -0.621741 1.873175 0.604792
H: 0.077770 0.736002 1.864852

Atomic forces in eV per Å
-1.093 0.352 0.377
0.917 -0.335 -0.348
-0.569 0.233 0.293
0.370 -0.333 -0.305
-0.286 -0.008 0.170
0.367 0.269 0.131
-0.022 -0.278 -0.374
0.246 -0.027 -0.045
-0.159 0.156 0.179
0.235 -0.048 0.026
-0.005 0.020 -0.104

Mulliken atomic charge list, values in e, 8 entries: -0.33 0.28 0.10 -0.35 -0.43 0.07 -0.47 0.32

=====

Entry from the OMol25 dataset: a 4-piece molecular cluster, C4H17N2O3 overall in a non-equilibrium geometry (ωB97M-V with the def2-TZVPD basis set).

For the largest force on an atom, the calculation gives 8.36 eV/Å. The value obtained for the electronic energy is -497.53190 hartree. Its charge is +1. The frontier orbital gap comes out at 11.00 eV. The value obtained for the LUMO energy is -0.1242 hartree.

Cartesian coordinates (Å):
C: 2.501704 -1.032383 1.192966
C: 2.817130 0.015499 0.013388
C: 2.034320 -0.379060 -1.225951
N: 0.661604 -0.088478 -0.814343
C: -0.218780 0.414090 -1.601958
N: -1.396825 1.158580 -1.232263
H: 2.163854 -1.978078 0.481582
H: 3.216548 -1.457657 1.881022
H: 1.684182 -0.653841 1.779792
H: 2.727604 1.088304 0.470310
H: 3.913577 -0.018536 -0.273781
H: 2.250266 0.132803 -2.148266
H: 2.130508 -1.516147 -1.233913
H: 0.406774 -0.061332 0.237654
H: 0.105930 0.606690 -2.643175
H: -2.136417 1.090343 -1.809160
H: -1.516571 1.415580 -0.328619
H: -1.001257 -1.257934 0.901278
H: -1.978066 -0.412157 1.633954
O: -1.028843 -0.563179 1.592947
H: -2.878681 3.425907 0.677420
H: -1.318821 3.267518 0.870419
O: -2.054328 2.969488 0.535479
H: -4.139199 -1.826791 -0.279185
H: -3.270470 -2.622610 0.761832
O: -3.675734 -1.716607 0.560580

Atomic forces in eV per Å
-1.083 -1.659 -3.852
3.290 0.815 2.067
-0.371 -1.277 2.123
-1.924 0.592 1.714
-2.599 3.566 -0.383
7.173 -3.800 -1.990
0.411 1.832 2.547
0.802 0.567 -0.207
-0.581 -0.180 0.249
-0.393 -1.722 -1.387
-1.123 -0.170 0.426
0.246 0.006 -0.228
0.009 1.547 -0.869
0.564 -0.271 -1.885
-0.622 -0.896 0.365
-2.871 0.098 -2.425
-0.850 0.734 3.370
-0.053 0.246 0.744
-0.355 0.232 0.209
0.354 -0.612 -1.080
0.339 0.654 0.545
5.516 3.405 3.260
-5.955 -3.689 -3.352
0.006 -0.096 0.164
-1.094 1.833 -0.462
1.161 -1.757 0.335

Mulliken atomic charge list, values in e, 8 entries: -0.84 -0.47 -0.78 0.10 0.02 -0.27 0.18 0.34

=====

Entry from the OMol25 dataset: a 3-piece molecular cluster, C4H12O2 overall in a non-equilibrium geometry (ωB97M-V with the def2-TZVPD basis set).

For the largest force on an atom, the calculation gives 2.51 eV/Å. The value obtained for the electronic energy is -310.03882 hartree. The frontier orbital gap comes out at 9.46 eV. Its SMILES is C=C(C)C.O.O. The value obtained for the LUMO energy is 0.0276 hartree.

Cartesian coordinates (Å):
C: 0.054917 0.322994 1.745536
C: -0.214567 0.285921 0.227314
C: -0.816128 1.373514 -0.274917
C: 0.061891 -0.936074 -0.502671
H: -0.748908 0.837221 2.282130
H: 0.208486 -0.669520 2.182121
H: 0.988525 0.920920 1.822923
H: -1.264238 1.442241 -1.266685
H: -0.880366 2.247421 0.366648
H: -0.173860 -0.865885 -1.568631
H: 1.111429 -1.262297 -0.513794
H: -0.519305 -1.728921 0.015321
H: 4.288712 -1.144794 -1.246935
H: 5.457793 -0.833570 -2.129688
O: 4.533403 -0.594589 -1.998809
H: -3.949582 -0.376769 0.065213
H: -4.641340 -0.166303 1.437145
O: -3.853179 0.033897 0.925748

Atomic forces in eV per Å
0.962 0.398 -0.898
-1.051 1.956 1.179
0.331 -0.424 0.020
-0.006 -1.636 -0.546
0.204 -0.149 -0.183
0.039 0.187 -0.139
-0.399 -0.450 0.550
0.517 -0.038 0.061
-0.432 -0.064 -0.100
-0.416 -0.035 0.203
-0.071 0.236 0.474
0.319 0.021 -0.662
-0.205 0.093 -0.002
-0.010 0.151 -0.171
0.213 -0.246 0.176
-0.158 -0.098 -0.050
-0.080 -0.113 -0.180
0.243 0.211 0.268

Mulliken atomic charge list, values in e, 8 entries: -1.31 1.04 -1.00 -1.11 0.34 0.35 0.30 0.29

=====

Entry from the OMol25 dataset: C28H36As3Cl2F6HfNO4Sb as an isolated structure (ωB97M-V with the def2-TZVPD basis set).

For the largest force on an atom, the calculation gives 0.51 eV/Å. The value obtained for the electronic energy is -9959.24495 hartree. Its charge is +2. Its expectation value of S² is 0.752. The frontier orbital gap (alpha / beta) comes out at 7.41 / 4.93 eV. Its spin multiplicity is 2. The value obtained for the LUMO energy (alpha / beta) is -0.2162 / -0.3076 hartree.

Cartesian coordinates (Å):
Hf: 0.384593 -0.667620 -0.131540
Cl: -6.275124 -2.751533 -1.844713
C: -4.907509 -1.943110 -1.187892
C: -4.809564 -1.738787 0.184828
C: -3.718207 -1.083600 0.724548
Cl: -3.641445 -0.942465 2.448056
C: -2.667084 -0.593418 -0.065756
O: -1.623204 0.047900 0.460917
C: -2.782153 -0.848424 -1.456224
C: -1.746744 -0.452607 -2.375085
O: -0.651501 0.016223 -2.051712
C: -3.892040 -1.503146 -2.000061
H: -5.587293 -2.104296 0.841861
H: -1.968533 -0.577177 -3.442545
H: -3.939895 -1.674134 -3.068505
C: -2.987166 2.674301 0.667946
As: -1.196235 2.394303 1.332494
C: -0.622198 4.213781 1.664534
C: -1.613066 1.760468 3.129738
C: -0.630514 1.353781 4.263584
C: -1.320710 1.814420 5.562947
C: -0.479032 -0.176568 4.335011
As: 0.407717 -1.144879 2.858575
C: 2.238927 -1.207006 3.519972
C: -0.175684 -2.940537 3.279049
C: 0.722836 2.077844 4.116712
As: 1.905020 2.127579 5.676237
C: 2.068371 0.591542 6.825523
C: 1.595836 3.698099 6.743539
H: -3.530283 3.017288 1.550454
H: -3.433217 1.760849 0.292049
H: -2.964448 3.460121 -0.081117
H: -1.242567 4.604007 2.472154
H: -0.770606 4.823395 0.776414
H: 0.424527 4.259112 1.960246
H: -2.318310 0.947829 2.977390
H: -2.205858 2.615419 3.474228
H: -2.330087 1.409716 5.632569
H: -1.392081 2.904719 5.607014
H: -0.778791 1.461987 6.442882
H: -1.476833 -0.614113 4.403735
H: 0.036492 -0.453876 5.256828
H: 2.270177 -1.555732 4.553202
H: 2.735436 -0.240538 3.418866
H: 2.775493 -1.915118 2.892683
H: 0.018014 -3.187883 4.322099
H: 0.367083 -3.622770 2.626805
H: -1.238479 -3.029074 3.061391
H: 0.568589 3.144827 3.935102
H: 1.331836 1.686211 3.302965
H: 2.418069 -0.256489 6.244178
H: 1.120846 0.358476 7.308696
H: 2.808215 0.855365 7.580738
H: 1.484831 4.559214 6.088205
H: 2.458583 3.838306 7.392975
H: 0.699218 3.571804 7.351204
O: 2.442364 2.473490 1.113856
C: 1.399558 2.347744 0.558685
O: 0.405329 1.526958 1.110999
C: 0.938092 3.013501 -0.690223
C: 1.824234 3.741187 -1.484371
C: 1.326474 4.300000 -2.627831
C: -0.019456 4.079209 -2.989016
C: -0.565977 4.578056 -4.195395
C: -1.851185 4.288121 -4.544020
C: -2.642775 3.466393 -3.709884
C: -2.152221 2.984268 -2.530035
C: -0.836308 3.303229 -2.124694
N: -0.339650 2.830755 -0.945437
H: 2.858406 3.831342 -1.185734
H: 1.960845 4.888476 -3.278653
H: 0.061311 5.179139 -4.840889
H: -2.264572 4.666421 -5.468421
H: -3.646932 3.208712 -4.019213
H: -2.750784 2.323162 -1.919020
F: -0.512386 -2.384731 0.100933
Sb: 3.201236 -1.985808 -1.780203
F: 3.041289 -2.520053 -3.574900
F: 1.744301 0.539593 -1.061702
F: 3.164439 -3.740283 -1.126382
F: 2.123889 -1.413086 0.575372
F: 1.186228 -1.907681 -1.751817

Atomic forces in eV per Å
0.057 -0.365 0.190
-0.027 -0.014 0.008
0.000 0.018 0.128
-0.030 -0.012 -0.022
0.063 0.033 -0.142
-0.051 -0.053 0.076
-0.009 -0.063 0.042
0.248 -0.073 -0.088
0.000 0.067 0.155
-0.091 0.122 -0.011
0.112 -0.482 0.103
0.040 0.016 -0.131
-0.001 -0.008 -0.004
0.025 0.119 -0.024
0.003 0.000 0.001
0.077 -0.064 -0.128
-0.146 0.100 0.426
0.059 -0.006 -0.044
0.053 0.030 -0.086
-0.130 -0.104 0.114
0.114 0.030 -0.076
0.004 0.071 -0.082
0.022 0.163 -0.170
-0.018 -0.066 0.046
-0.002 0.003 -0.008
0.057 0.021 0.096
-0.253 -0.016 0.038
0.173 0.013 -0.043
0.128 0.032 -0.033
0.009 -0.019 0.020
-0.003 0.011 -0.033
0.010 -0.035 0.015
-0.007 -0.035 0.007
0.001 -0.028 0.003
-0.008 0.043 -0.013
0.015 0.007 -0.011
0.025 0.017 0.009
-0.003 -0.022 -0.026
-0.009 -0.004 0.020
0.005 -0.005 0.058
-0.012 0.022 0.038
0.030 -0.026 0.037
-0.015 -0.005 -0.043
-0.007 0.002 -0.001
0.031 0.015 0.004
0.001 0.006 -0.002
-0.011 -0.007 0.006
0.001 -0.002 -0.004
0.032 0.003 -0.001
-0.034 -0.018 -0.036
0.003 0.001 0.024
-0.085 0.073 -0.033
-0.004 -0.037 0.004
0.016 0.000 0.007
-0.024 0.033 0.011
-0.030 -0.102 -0.030
-0.134 -0.075 -0.041
0.206 0.188 -0.030
-0.096 0.030 -0.279
-0.150 -0.023 0.040
0.105 0.007 0.000
-0.031 -0.001 -0.029
0.013 -0.044 0.101
-0.017 0.017 -0.060
0.019 0.005 0.000
0.026 -0.015 0.035
-0.088 0.004 0.002
0.060 0.027 -0.043
0.034 0.016 -0.093
-0.002 0.012 -0.010
-0.003 0.002 -0.006
0.000 0.004 -0.005
0.000 0.000 -0.006
-0.007 -0.001 -0.003
0.009 0.014 0.000
0.010 0.345 -0.172
-0.058 0.213 0.161
-0.015 -0.044 -0.198
-0.343 -0.104 0.318
-0.019 -0.135 0.089
-0.093 0.039 -0.086
0.168 0.120 -0.046

Mulliken atomic charge list, values in e, 8 entries: 1.14 -0.17 -0.09 -0.62 1.38 -0.25 -1.64 1.60

=====

Entry from the OMol25 dataset: one molecule with the formula C3H6N2OS in a non-equilibrium geometry (ωB97M-V with the def2-TZVPD basis set).

For the largest force on an atom, the calculation gives 3.40 eV/Å. The value obtained for the electronic energy is -700.78374 hartree. The frontier orbital gap comes out at 8.90 eV. Its SMILES is CO/C=N/NC=S. The value obtained for the LUMO energy is 0.0239 hartree.

Cartesian coordinates (Å):
C: 1.618171 -1.382115 -1.816607
C: -0.643853 -0.916648 -1.409991
C: -0.950493 1.027370 1.493474
H: 2.215808 -1.729705 -2.657001
H: 1.844787 -0.429405 -1.520239
H: 1.783416 -2.079372 -0.935704
H: -1.666165 -1.151771 -1.794381
H: -2.182606 0.054103 0.206413
H: -1.889501 1.329490 1.936709
N: -0.279034 -0.248724 -0.389054
N: -1.236046 0.234013 0.449363
O: 0.257112 -1.484194 -2.223809
S: 0.518749 1.475723 2.033203

Atomic forces in eV per Å
-0.178 -3.364 0.439
-0.068 -0.136 -0.088
0.173 -0.174 -0.207
-0.078 0.133 0.038
0.674 2.448 0.615
-0.126 0.823 -0.937
0.587 0.396 0.621
-0.856 -0.019 -0.024
-0.093 0.226 0.413
0.114 -0.655 -0.472
0.444 0.067 -0.378
-0.431 0.202 -0.049
-0.163 0.052 0.030

Mulliken atomic charge list, values in e, 8 entries: -0.63 0.18 -0.21 0.25 0.33 0.26 0.32 0.24

=====

Q: Which energy above the lowest of the compared OMol25 structures with the same formula, charge and spin values were calculated for the entries above? A: 77.4, 364.7, 248.6, 89.5, 12.0, 276.9, in kJ/mol.